The following is a quantum chemistry calculation of a cluster of 11 separate species, C99H209N11O11 in total, from OMol25.

Results
Energy above the lowest of the compared OMol25 structures with the same formula, charge and spin (kcal per mole): 265.2
HOMO (eV): -7.7
Max |F| (hartree/bohr): 0.1260
Structure (SMILES): CC1(C)CCCC(C)(C)N1O.CC1(C)CCCC(C)(C)N1O.CC1(C)CCCC(C)(C)N1O.CC1(C)CCCC(C)(C)N1O.CC1(C)CCCC(C)(C)N1O.CC1(C)CCCC(C)(C)N1O.CC1(C)CCCC(C)(C)N1O.CC1(C)CCCC(C)(C)N1O.CC1(C)CCCC(C)(C)N1O.CC1(C)CCCC(C)(C)N1O.CC1(C)CCCC(C)(C)N1O
E_tot (eV): -144941.2961

Structure (XYZ):
```
330
Properties=species:S:1:pos:R:3:forces:R:3
C -1.789119 1.315669 7.538613 1.29 1.20 -1.10
C -3.273179 1.411939 7.342113 0.43 -2.54 -0.25
C -3.599129 0.804309 5.903123 -0.12 1.22 0.77
C -3.842149 0.341619 8.358103 -0.88 1.07 -0.40
C -5.361529 0.460479 8.462443 0.91 -0.53 1.39
C -5.815799 1.842799 8.744273 0.08 1.52 -0.83
C -5.223469 2.938239 7.792393 -0.90 1.12 0.27
C -6.044909 2.992209 6.417833 0.84 -0.60 0.26
C -5.482539 4.287729 8.558903 -0.18 0.76 -1.42
N -3.763989 2.749359 7.664473 -1.05 -0.54 1.91
O -3.090009 3.870059 7.151303 -0.23 -0.61 -2.17
H -1.408769 1.711449 8.480313 -0.27 -0.13 0.20
H -1.356509 0.338859 7.322313 -0.41 -0.26 0.32
H -1.358739 1.941059 6.756463 0.40 0.25 0.01
H -2.789239 0.208239 5.482553 0.09 0.07 0.24
H -4.477869 0.168539 6.011363 -0.09 0.13 -0.46
H -3.788739 1.645919 5.236913 -0.17 -0.20 -0.26
H -3.708589 -0.699771 8.065243 0.76 0.19 -0.60
H -3.313459 0.447969 9.305353 -0.29 0.27 0.26
H -5.817969 0.006599 7.582803 -0.24 0.10 0.08
H -5.633369 -0.079491 9.369433 -0.37 -0.69 -0.27
H -5.574119 2.208519 9.742243 0.34 -0.51 0.22
H -6.905449 1.853259 8.718703 -0.14 0.36 -0.30
H -5.572839 3.610499 5.654313 0.10 0.42 0.31
H -7.096089 3.267009 6.505063 0.11 0.37 0.48
H -6.090469 2.020619 5.925853 0.18 -0.37 0.29
H -6.540779 4.355199 8.811203 -0.02 -0.11 0.13
H -5.292629 5.135729 7.900923 -0.25 -0.05 -0.58
H -4.896779 4.647409 9.404843 0.27 -1.24 0.46
H -2.706769 4.458429 7.805933 -0.22 -0.69 0.96
C 0.465451 -4.082711 9.889003 1.41 -1.22 0.95
C 0.834671 -4.228341 8.392843 -1.69 -0.05 0.89
C 2.256531 -3.848691 8.130153 0.90 0.92 0.35
C 0.562351 -5.636161 7.905073 0.89 -1.04 -0.60
C -0.888439 -6.077791 7.723453 0.87 1.48 0.69
C -1.587349 -5.060301 6.807853 1.01 -1.32 1.06
C -1.412459 -3.586571 7.307113 -0.24 -0.02 -1.39
C -1.774939 -2.734351 5.985243 -1.70 -1.49 1.78
C -2.417869 -3.352821 8.487843 -0.07 -0.79 0.07
N 0.016671 -3.332981 7.593913 -0.37 -0.12 -1.51
O 0.262051 -1.983771 7.935223 -0.54 -0.39 -0.21
H 0.316131 -3.082741 10.296263 -0.59 0.04 -0.44
H -0.217529 -4.847461 10.258853 -0.87 0.54 -0.35
H 1.311421 -4.404661 10.496283 0.68 0.03 -0.14
H 2.388451 -3.658821 7.064953 0.10 0.00 0.06
H 2.424821 -2.929311 8.690963 0.22 0.27 -0.34
H 3.043021 -4.512081 8.489943 -0.39 -0.53 0.00
H 1.097961 -5.774301 6.965843 -0.09 0.30 -0.45
H 1.137761 -6.312091 8.537633 -0.25 -0.15 0.48
H -0.920059 -7.073851 7.281903 -0.20 -0.05 0.37
H -1.300239 -6.002511 8.729863 -0.56 -0.67 -0.03
H -2.607289 -5.440451 6.750193 -0.40 0.88 -0.11
H -1.134019 -5.293261 5.844353 -0.01 0.86 -0.35
H -0.965719 -2.705641 5.255563 -0.06 0.56 0.41
H -2.422539 -1.886841 6.209833 1.15 0.95 0.02
H -2.585639 -3.331791 5.568193 0.13 -0.44 -0.56
H -2.336839 -4.032791 9.335883 1.18 -0.11 0.14
H -3.408909 -3.730431 8.236133 -0.36 0.86 -0.84
H -2.461539 -2.359701 8.934953 -0.05 0.15 -0.42
H -0.312399 -1.853821 8.693323 -0.11 0.54 0.52
C 4.000711 6.639669 -2.112417 -1.88 -0.33 1.82
C 4.496771 6.580699 -3.490267 0.38 -0.27 -1.86
C 6.015091 6.458059 -3.490517 0.26 0.45 -0.05
C 4.031831 5.299979 -4.258747 -0.18 -0.38 -0.96
C 2.584451 5.327929 -4.790547 0.75 1.47 -0.49
C 2.411771 6.634059 -5.653127 0.59 0.39 1.21
C 2.718031 7.962339 -4.864557 1.02 -1.20 0.55
C 2.655731 9.047419 -5.975227 1.11 -0.64 0.90
C 1.720931 8.241869 -3.728887 -0.84 0.35 -0.93
N 4.081221 7.774789 -4.267257 0.23 -1.39 -3.01
O 4.546311 8.955509 -3.759657 -0.13 1.49 1.68
H 3.786611 7.604559 -1.652797 0.98 0.49 -0.38
H 2.965251 6.300879 -2.146477 -0.03 -0.82 0.43
H 4.611191 6.052969 -1.425987 -0.26 -0.17 0.08
H 6.404701 6.554459 -4.503937 0.06 0.11 0.01
H 6.460961 7.203089 -2.831557 0.18 0.07 -0.04
H 6.301501 5.474149 -3.119057 -0.01 -0.02 0.10
H 4.723321 4.994119 -5.043857 0.21 1.28 -0.90
H 4.209071 4.331809 -3.790407 -0.48 0.25 1.63
H 2.452751 4.495819 -5.482187 -0.42 -0.33 0.51
H 2.013841 5.294259 -3.862447 -0.91 -0.18 -0.53
H 1.529971 6.887909 -6.241417 -0.82 -0.89 0.56
H 3.138121 6.542599 -6.460687 0.49 0.12 0.17
H 1.608661 9.128059 -6.267187 0.18 0.38 -0.10
H 3.264061 8.671989 -6.798087 -0.18 0.07 -0.23
H 3.131581 9.981009 -5.675097 -0.51 0.15 0.16
H 0.843351 8.658189 -4.223497 -0.47 -0.20 0.20
H 2.012911 9.027389 -3.031887 0.51 -0.16 -0.05
H 1.426961 7.345949 -3.182067 0.05 0.08 -0.03
H 5.478481 9.061009 -3.963477 0.08 -0.30 -0.47
C 4.177641 0.167159 -0.383057 -0.06 -0.33 -0.65
C 2.839421 -0.576261 -0.178077 0.99 -1.07 0.80
C 3.064061 -2.041861 -0.689687 -1.38 0.32 -1.02
C 2.546541 -0.826451 1.376173 -0.04 1.82 -0.83
C 2.020251 0.451069 2.071683 0.10 -0.96 -1.33
C 0.762071 0.963859 1.314513 2.08 -0.28 2.13
C 0.954191 1.166409 -0.208177 -0.84 0.43 0.30
C -0.498799 1.106939 -0.752977 -0.48 -0.10 -0.95
C 1.618591 2.549799 -0.446667 -0.24 0.30 0.44
N 1.750821 0.135629 -0.888077 -1.96 -2.57 4.58
O 1.772491 0.274449 -2.235317 1.24 0.42 -0.48
H 4.266321 1.102749 0.169133 0.20 -0.19 0.15
H 5.033291 -0.503721 -0.306267 0.11 0.04 0.98
H 4.305241 0.383479 -1.443727 -0.44 0.44 -0.25
H 2.111351 -2.570611 -0.719277 -0.54 0.39 -0.46
H 3.449681 -1.994341 -1.708087 0.12 -0.31 -0.09
H 3.589751 -2.806351 -0.117577 0.92 1.04 0.54
H 1.850011 -1.660921 1.457453 -0.03 0.03 0.12
H 3.511291 -1.067451 1.822563 -0.01 -0.43 -0.11
H 1.784131 0.291599 3.123783 -0.06 -0.14 0.00
H 2.818321 1.193199 2.050853 0.06 0.19 -0.06
H 0.650241 1.867069 1.914353 -0.68 0.82 -0.99
H -0.039099 0.346359 1.720603 -0.37 -0.35 -1.09
H -1.256629 1.735529 -0.285327 0.58 0.69 0.28
H -0.987079 0.138979 -0.640137 0.68 -0.52 0.26
H -0.564989 1.276579 -1.827657 0.25 0.30 -0.09
H 1.047401 3.313189 0.081613 -0.32 0.21 -0.50
H 1.758061 2.791019 -1.500447 -0.52 0.11 -0.12
H 2.614021 2.695069 -0.027007 0.18 -0.69 0.29
H 2.453771 0.950769 -2.228587 0.41 0.56 -1.75
C -0.612599 1.123009 -9.309997 -0.99 -0.76 -0.45
C 0.448571 1.231059 -8.254327 3.30 1.79 0.66
C 1.871171 1.160169 -9.052617 -1.37 -1.19 0.75
C 0.509131 2.612369 -7.545257 -0.93 1.33 -1.38
C -0.535209 2.875029 -6.457867 1.02 -1.12 0.44
C -0.438779 1.696639 -5.416177 -2.31 0.96 -0.83
C -0.478309 0.293349 -6.097307 -0.12 1.89 -0.75
C -0.049569 -0.711661 -5.058527 -0.80 -1.16 -0.65
C -1.930439 0.054559 -6.662347 0.19 -1.02 1.18
N 0.543561 0.259749 -7.157557 -2.01 6.09 0.91
O 0.947431 -0.903991 -7.548577 1.50 -4.79 -0.93
H -0.646829 0.058699 -9.542747 -0.41 -0.11 -0.30
H -1.617559 1.475869 -9.078387 0.04 -0.18 0.55
H -0.409139 1.646079 -10.244407 0.67 0.06 0.11
H 1.828061 0.320899 -9.746777 -0.22 0.21 -0.44
H 2.120371 2.084889 -9.573087 -0.14 -0.04 0.14
H 2.667881 0.817029 -8.392617 0.08 0.64 0.36
H 1.532981 2.914969 -7.325567 0.07 -0.53 0.72
H 0.266851 3.325569 -8.333127 -0.02 0.24 -0.40
H -0.505069 3.868559 -6.010557 0.93 -0.01 0.36
H -1.513539 3.000299 -6.921847 -0.30 -0.99 -0.12
H -1.411699 1.762959 -4.929227 -0.20 -0.22 0.48
H 0.240241 1.835259 -4.574857 0.73 -0.12 -0.56
H 1.009741 -0.615881 -4.820217 -0.19 0.42 0.47
H -0.138119 -1.702261 -5.504597 -0.11 -0.25 0.08
H -0.741669 -0.700211 -4.216537 0.48 0.22 0.25
H -1.879819 -0.901921 -7.182607 -0.32 -0.08 -0.12
H -2.509179 0.756299 -7.262947 1.03 0.45 -0.27
H -2.600899 -0.042961 -5.808487 0.01 -0.50 0.31
H 1.746091 -0.942111 -7.017257 0.51 -1.20 -0.47
C 6.444971 1.832809 -3.176917 -0.38 0.22 1.64
C 6.405641 0.561329 -3.982047 -1.83 -1.08 -1.56
C 6.983281 -0.664081 -3.163497 0.15 1.23 -0.46
C 4.827151 0.387739 -4.366977 1.46 -2.29 0.48
C 4.645011 -0.736281 -5.457857 1.65 2.41 0.67
C 5.511001 -0.292971 -6.723567 -1.39 -1.67 1.93
C 7.084511 -0.098191 -6.504387 -2.15 2.06 -0.25
C 7.858481 -1.410591 -6.452187 -0.91 -0.76 0.08
C 7.496051 0.874859 -7.674357 0.66 -0.91 0.79
N 7.197951 0.752049 -5.226927 -1.43 0.26 -1.64
O 8.510721 1.254449 -5.016197 -0.81 -1.01 0.29
H 5.759211 1.687369 -2.342247 -0.11 -0.27 0.31
H 7.380811 2.066569 -2.669327 0.28 0.03 -0.49
H 6.007141 2.724519 -3.625537 0.48 -0.15 -0.72
H 7.901481 -0.135201 -2.907947 0.42 -0.83 1.05
H 6.409401 -1.030021 -2.312117 0.01 0.64 0.25
H 7.268861 -1.571641 -3.695357 -0.24 0.33 -0.55
H 4.292361 -0.075471 -3.537797 0.43 0.13 0.76
H 4.297501 1.337009 -4.447357 0.32 0.13 -1.02
H 4.985521 -1.690611 -5.056097 0.23 0.00 0.18
H 3.566571 -0.854141 -5.563597 -0.03 0.07 -0.89
H 4.975711 0.612689 -7.008777 0.66 0.13 -0.55
H 5.222141 -1.137261 -7.349537 0.83 0.35 -1.10
H 8.938781 -1.342571 -6.324007 -0.12 0.25 0.50
H 7.734941 -2.123861 -7.267107 -0.15 0.71 -0.89
H 7.326121 -2.005471 -5.710027 0.70 0.00 0.75
H 8.465401 1.254909 -7.351827 0.01 0.35 -0.46
H 6.791071 1.684059 -7.864917 0.02 -0.03 0.54
H 7.608311 0.360089 -8.628557 0.09 -0.33 0.10
H 8.903031 0.465729 -4.634607 1.06 0.04 0.20
C -6.336089 2.798079 -3.592497 1.08 -0.81 -0.65
C -7.268089 1.839869 -2.743167 -0.03 1.48 -0.29
C -7.245219 0.398379 -3.338547 -0.05 1.01 -0.47
C -6.726799 1.849599 -1.240807 -1.50 -0.22 -0.41
C -7.916509 1.575659 -0.299587 -0.23 -0.32 0.38
C -9.006039 2.605139 -0.527977 0.21 0.13 -1.32
C -9.669579 2.559989 -1.929337 -1.06 1.81 0.71
C -10.570429 1.394349 -2.005727 -1.49 -2.16 -0.21
C -10.647399 3.896639 -2.055197 1.54 -1.82 -0.83
N -8.631029 2.501729 -2.909297 2.68 0.69 3.66
O -9.059529 2.423849 -4.156327 -1.25 -0.42 -2.93
H -5.606599 2.198699 -4.137197 0.28 -0.31 0.09
H -6.718849 3.391709 -4.422677 -1.03 -0.26 0.11
H -5.716089 3.545659 -3.097707 -0.30 -0.22 0.90
H -6.203999 0.128109 -3.514377 0.01 -0.51 0.63
H -7.857579 -0.317741 -2.790547 0.47 -0.07 0.38
H -7.657039 0.378919 -4.347567 -0.24 0.39 -0.04
H -5.915069 1.128149 -1.147557 -0.11 -0.22 -0.09
H -6.296459 2.808959 -0.953517 -0.12 0.20 -0.32
H -8.314149 0.562689 -0.361817 -0.08 -0.20 -0.60
H -7.759499 1.629029 0.777733 1.00 0.12 0.04
H -8.478829 3.558969 -0.509127 -0.29 0.38 0.47
H -9.774299 2.527079 0.241293 0.00 0.24 -0.04
H -9.984469 0.481599 -2.113627 0.04 -0.26 0.62
H -11.288509 1.264989 -2.815497 0.37 0.86 -0.77
H -11.285589 1.333929 -1.185377 0.43 -0.11 0.64
H -10.180199 4.709989 -2.610427 0.47 0.18 0.57
H -10.957839 4.160619 -1.044237 -0.21 0.20 -0.30
H -11.455029 3.615369 -2.731017 -0.40 -0.06 0.49
H -8.749589 3.231229 -4.573067 -0.13 0.19 -0.36
C -5.598049 -0.289561 2.660863 1.95 0.80 -1.46
C -6.761809 -1.066391 3.084923 -2.44 -1.17 1.91
C -6.180549 -2.430541 3.681623 -0.60 0.35 -1.26
C -7.397219 -0.309521 4.303043 -0.78 -0.92 -0.65
C -8.804859 -0.838631 4.708263 1.61 1.15 0.54
C -9.776599 -0.833821 3.558063 0.66 -1.35 1.17
C -9.211589 -1.575441 2.331843 -0.96 0.53 -0.55
C -9.286169 -3.103651 2.387723 -0.65 -0.32 0.28
C -10.179669 -1.030661 1.220443 0.79 0.14 0.08
N -7.825969 -1.170951 2.009303 0.16 2.39 3.00
O -7.317479 -1.819691 0.938303 0.50 -1.36 -1.70
H -4.986979 -0.773821 1.899153 -0.07 -0.51 -0.09
H -5.783999 0.678619 2.195943 -0.52 0.22 0.37
H -4.916329 -0.163701 3.502003 -0.12 0.25 0.11
H -5.937549 -3.088561 2.847323 0.33 0.05 -0.12
H -5.270809 -2.175811 4.225303 -0.06 -0.20 0.09
H -6.847779 -3.035851 4.295223 -0.17 0.47 0.25
H -6.699679 -0.413981 5.134093 0.01 0.07 0.11
H -7.526199 0.755299 4.109103 0.25 0.12 -0.33
H -8.722209 -1.795621 5.223473 -0.09 -0.15 -0.18
H -9.110569 -0.093681 5.442893 -0.41 -0.26 0.35
H -10.169249 0.171339 3.404553 0.35 0.00 -0.52
H -10.607219 -1.430611 3.934893 -0.42 0.04 -0.39
H -8.626639 -3.608851 3.093343 0.75 0.41 -0.36
H -9.138809 -3.418161 1.354543 0.23 -0.53 0.28
H -10.223779 -3.522191 2.753513 -0.63 0.50 -0.41
H -9.919829 -1.349881 0.211143 -0.18 -0.27 -0.02
H -10.132809 0.058219 1.235933 0.30 0.09 -0.11
H -11.225359 -1.228421 1.456093 0.07 -0.56 -0.07
H -7.490469 -1.225081 0.204733 0.21 0.08 -0.34
C -5.507089 -6.090411 -4.343557 1.56 1.88 0.21
C -4.739999 -5.459931 -3.115337 0.01 -2.03 0.21
C -5.676709 -5.711311 -1.885697 0.62 0.97 0.16
C -3.383749 -6.285191 -2.926827 -0.71 1.02 -2.42
C -2.390959 -5.671011 -2.001447 -0.72 0.07 2.10
C -2.153809 -4.188231 -2.348447 -0.17 -0.27 0.04
C -3.459149 -3.340631 -2.467797 1.19 1.45 -1.22
C -3.936349 -2.870061 -1.103227 0.04 -0.86 1.04
C -3.058879 -1.979031 -3.237147 -0.02 -1.52 0.57
N -4.373109 -4.037221 -3.367247 1.97 -2.68 0.65
O -5.421729 -3.256651 -3.706357 -1.98 1.03 -0.51
H -5.380589 -7.166031 -4.466607 -0.41 0.01 0.59
H -6.524109 -5.700411 -4.302637 -0.04 -0.51 -0.35
H -4.972909 -5.660621 -5.190917 -0.32 0.04 -0.47
H -5.697889 -6.732401 -1.504867 0.46 -0.11 -0.20
H -5.318489 -5.038191 -1.106797 -0.32 -0.29 0.36
H -6.724339 -5.477801 -2.075557 0.08 0.33 -0.25
H -3.608549 -7.350051 -2.987137 -0.12 -0.12 1.41
H -2.782809 -6.265641 -3.835997 -0.52 0.54 -1.05
H -2.808499 -5.732301 -0.996457 0.14 0.11 0.45
H -1.493479 -6.288971 -1.974247 0.27 0.33 -0.11
H -1.545679 -4.192101 -3.253037 -0.37 0.35 -0.46
H -1.531869 -3.663751 -1.623047 0.07 -0.29 0.33
H -3.152709 -2.250951 -0.666517 -0.14 0.41 -0.15
H -3.992209 -3.685701 -0.382307 -0.18 -0.27 -0.01
H -4.903429 -2.369171 -1.059057 0.09 0.14 -0.37
H -2.533809 -2.290931 -4.139987 -0.11 0.30 -0.21
H -2.388589 -1.381801 -2.618967 0.11 -0.12 0.03
H -3.930769 -1.362141 -3.454787 0.01 -0.13 -0.03
H -5.118729 -2.928611 -4.556167 -0.56 0.29 -0.26
C 6.060311 -6.140911 -0.398397 0.19 -0.79 -0.71
C 5.619901 -5.848391 -1.901137 0.34 1.53 2.38
C 4.175171 -5.283221 -1.796807 0.10 0.01 -1.04
C 6.591731 -4.721951 -2.464727 0.27 -2.21 -0.08
C 7.933331 -5.439931 -2.897147 -0.78 2.50 1.48
C 7.831331 -6.600441 -3.836727 0.14 1.15 0.79
C 6.836911 -7.643001 -3.352477 -0.11 -0.10 -0.37
C 6.387401 -8.381311 -4.585847 -0.57 -2.12 -0.44
C 7.572461 -8.658651 -2.403177 -0.73 1.13 1.12
N 5.566121 -6.979071 -2.807187 4.13 2.08 -1.68
O 4.763361 -7.923211 -2.325417 -2.31 -2.08 0.80
H 5.951821 -5.234601 0.197373 0.07 -0.04 -0.05
H 5.502871 -6.946741 0.079083 -0.71 0.18 -0.23
H 7.062751 -6.552851 -0.282157 0.41 0.55 -0.29
H 3.963291 -4.477041 -1.094457 0.83 0.11 -0.15
H 4.044801 -4.939261 -2.822867 -0.78 0.35 0.00
H 3.378581 -5.987051 -1.555617 0.35 -0.50 -0.14
H 6.182161 -4.134921 -3.286757 -0.35 -0.35 -0.26
H 6.807081 -3.995011 -1.681607 0.00 -0.14 0.17
H 8.538161 -4.619691 -3.283797 0.32 -0.17 -0.45
H 8.436251 -5.675911 -1.959337 0.05 -0.49 0.04
H 8.858141 -6.966151 -3.840227 -0.17 -0.61 -0.56
H 7.566171 -6.199421 -4.814977 -0.05 -0.30 -0.14
H 6.084481 -7.879611 -5.504887 -0.08 0.81 0.48
H 5.579041 -9.052151 -4.294947 -0.29 0.03 -0.09
H 7.129851 -9.097721 -4.937457 0.51 0.10 0.17
H 8.469161 -9.105531 -2.832497 -0.27 0.03 -0.26
H 6.950911 -9.404741 -1.908067 -0.37 -0.32 -0.81
H 7.874401 -8.119231 -1.505427 0.51 0.37 -0.09
H 3.998251 -7.743011 -2.876547 -0.64 -0.80 0.29
C 8.500841 3.953529 7.843413 -0.06 -0.11 0.01
C 7.714651 4.423999 6.575943 -1.01 -0.73 -0.60
C 7.107951 5.779219 6.932273 -0.01 0.49 0.63
C 8.600451 4.549069 5.286763 0.16 0.47 -0.12
C 7.878651 4.701299 3.913753 0.44 -0.55 1.18
C 7.006461 3.515289 3.657953 -2.34 1.06 0.88
C 5.947151 3.262229 4.818223 1.30 0.46 0.72
C 4.662481 4.157799 4.740053 1.31 -1.14 -0.22
C 5.672391 1.782059 4.630643 -0.23 -0.43 0.83
N 6.613721 3.410019 6.237983 0.64 -0.95 -1.34
O 5.589931 3.244969 7.237183 0.54 0.90 -0.52
H 7.905251 3.917539 8.755603 -0.76 -0.01 -0.27
H 8.974111 2.972399 7.804683 0.00 -0.03 -0.57
H 9.251881 4.674759 8.165673 0.28 0.17 -0.62
H 7.002341 6.490119 6.112773 -0.59 -0.40 -0.31
H 6.201171 5.569539 7.499623 -0.39 0.27 -0.44
H 7.688711 6.367449 7.642773 0.56 -0.28 0.11
H 9.200301 5.438929 5.477633 0.18 0.13 -0.08
H 9.325801 3.750109 5.133093 -0.13 -0.39 0.52
H 7.256981 5.596299 3.889063 0.20 0.17 -0.12
H 8.577341 4.659949 3.078153 0.42 0.81 0.23
H 7.502771 2.606579 3.317303 0.23 0.08 0.45
H 6.348111 3.845419 2.854413 0.01 -0.45 -0.49
H 3.853571 3.599129 5.210843 -0.07 0.32 0.09
H 4.449951 4.264849 3.676353 -0.31 0.36 0.06
H 4.842451 5.105929 5.246773 -0.23 0.01 -0.22
H 4.892441 1.448769 5.315263 0.16 -0.27 0.18
H 6.640521 1.322429 4.829523 -0.27 -0.45 0.34
H 5.392221 1.424329 3.639873 -0.18 0.63 -0.29
H 5.856851 2.463519 7.726773 0.14 -0.15 -0.06
```
Forces are in eV/Å.